C38H63F6NO16P | wB97M-V/def2-TZVPD

Last column: Mulliken charge in e.
Cartesian coordinates (Å):
P -1.445 -0.288 0.381  1.983
F -1.673 0.817 1.507  -0.508
F -0.835 0.945 -0.531  -0.244
F -0.029 -0.512 1.074  -0.781
F -1.132 -1.346 -0.858  -0.458
F -2.129 -1.377 1.367  -0.312
F -2.959 0.128 -0.196  -0.350
O 1.751 2.469 4.250  -0.668
C 0.724 1.761 4.512  0.337
O 0.688 0.370 4.324  -0.274
C -0.598 -0.163 4.608  0.985
C -1.221 0.880 5.556  -0.423
C -0.581 2.178 5.052  -0.325
H -0.533 -1.187 4.976  0.168
H -1.246 -0.283 3.740  -0.723
H -0.984 0.707 6.606  0.339
H -2.308 0.903 5.639  0.059
H -0.567 2.940 5.832  0.460
H -1.052 2.647 4.189  0.077
O -4.237 2.420 -1.163  -0.520
C -3.204 3.149 -1.149  0.270
O -2.510 3.373 -2.219  -0.311
C -1.426 4.239 -1.966  0.207
C -1.363 4.521 -0.480  -0.963
C -2.572 3.802 0.065  0.625
H -1.471 5.112 -2.617  0.464
H -0.495 3.692 -2.113  -0.297
H -1.466 5.584 -0.258  0.323
H -0.430 4.192 -0.024  0.278
H -3.299 4.446 0.560  0.572
H -2.185 3.081 0.786  -0.674
O -4.068 0.263 -2.737  -0.543
C -3.088 -0.162 -3.358  0.263
O -3.136 -1.358 -3.844  -0.335
C -1.895 -1.720 -4.515  -0.284
C -1.356 -0.383 -4.915  -0.592
C -1.741 0.465 -3.719  0.715
H -2.058 -2.377 -5.370  0.378
H -1.322 -2.302 -3.792  0.101
H -1.803 0.039 -5.815  0.345
H -0.282 -0.451 -5.085  0.194
H -1.750 1.543 -3.880  0.319
H -0.982 0.305 -2.953  -0.559
O 6.063 -0.487 2.977  -0.646
C 4.945 -0.319 2.538  0.402
O 4.164 -1.396 2.273  -0.481
C 2.885 -0.957 1.777  0.910
C 3.137 0.439 1.246  0.805
C 4.186 0.975 2.193  -0.324
H 2.131 -0.904 2.562  -0.456
H 2.431 -1.580 1.007  -0.169
H 2.179 0.958 1.210  0.335
H 3.583 0.500 0.253  -0.887
H 3.652 1.368 3.058  0.109
H 4.832 1.776 1.833  0.322
O 1.802 -3.012 -5.067  -0.696
C 1.959 -2.646 -3.875  0.429
O 1.620 -1.397 -3.468  -0.261
C 2.056 -1.109 -2.163  1.272
C 2.169 -2.514 -1.609  0.083
C 2.506 -3.432 -2.738  -0.594
H 1.349 -0.436 -1.678  -0.380
H 2.968 -0.518 -2.247  -0.728
H 1.242 -2.892 -1.179  -0.130
H 2.977 -2.355 -0.894  0.405
H 1.971 -4.381 -2.717  0.273
H 3.568 -3.667 -2.818  0.285
O -1.721 -4.895 1.895  -0.526
C -0.690 -4.676 2.520  0.249
O 0.102 -5.670 2.945  -0.432
C 1.198 -5.182 3.697  -0.610
C 1.417 -3.755 3.271  -0.241
C -0.062 -3.401 2.986  1.061
H 2.090 -5.765 3.467  0.423
H 0.979 -5.157 4.765  0.240
H 2.042 -3.714 2.379  0.068
H 1.816 -3.149 4.084  0.332
H -0.185 -2.701 2.160  -0.675
H -0.618 -3.037 3.850  0.007
O -5.517 -1.202 -1.082  -0.466
C -5.120 -2.286 -0.776  0.411
O -5.617 -3.005 0.223  -0.439
C -4.888 -4.140 0.566  -0.262
C -4.132 -4.473 -0.782  -0.652
C -4.049 -3.093 -1.463  0.561
H -5.591 -4.891 0.926  0.374
H -4.222 -3.899 1.395  0.094
H -4.611 -5.268 -1.352  0.295
H -3.193 -4.987 -0.578  0.308
H -4.210 -3.222 -2.533  0.360
H -3.064 -2.627 -1.498  -0.572
O -5.403 0.902 0.640  -0.362
C -5.322 0.918 1.880  0.062
O -5.621 2.069 2.589  -0.414
C -5.369 1.905 3.967  -0.411
C -5.178 0.393 4.139  -0.546
C -4.805 -0.120 2.788  1.052
H -6.178 2.279 4.595  0.342
H -4.472 2.451 4.259  0.225
H -6.024 -0.143 4.569  0.302
H -4.403 0.437 4.904  0.100
H -5.093 -1.137 2.525  0.294
H -3.732 0.064 2.737  -0.794
C 5.259 0.818 -3.504  -0.702
C 4.444 2.095 -3.904  -0.811
N 4.469 3.153 -2.906  0.074
C 3.675 2.921 -1.674  -0.510
C 2.232 2.497 -1.966  -0.569
C 5.842 3.667 -2.612  -0.455
C 6.674 4.220 -3.832  -1.309
H 6.346 0.896 -3.484  0.367
H 4.978 0.028 -4.202  0.352
H 4.958 0.573 -2.485  -0.017
H 4.794 2.458 -4.870  0.394
H 3.412 1.903 -4.195  0.373
H 4.239 2.194 -1.091  0.399
H 3.636 3.825 -1.067  0.326
H 1.720 3.281 -2.525  0.380
H 2.139 1.633 -2.623  -0.356
H 1.565 2.426 -1.107  0.354
H 6.484 2.924 -2.139  0.323
H 5.834 4.449 -1.853  0.420
H 6.850 3.478 -4.612  0.280
H 7.669 4.629 -3.654  0.415
H 6.118 5.034 -4.297  0.324

For the orbital gap, the calculation gives 7.88 eV. The LUMO energy is 2.0623 eV. For the total energy, the calculation gives -3685.1695 Eh. The relative energy (zero: lowest compared OMol25 entry of this formula, charge and spin) is 315.3 kJ/mol. As for the net charge: -1.

C38H63IrN7O3SSbSi3 | wB97M-V/def2-TZVPD

Last column: Mulliken charge in e.
Cartesian coordinates (Å):
Ir 0.002 0.012 0.131  1.863
C 1.470 -4.289 2.263  -1.409
Sb 1.507 -2.750 0.688  0.232
C 0.691 -1.103 1.934  -1.039
C -0.470 -1.461 2.684  -0.273
C -0.960 -0.643 3.735  -0.049
C -2.082 -1.003 4.430  -0.703
C -2.745 -2.182 4.086  -1.412
C -2.210 -2.924 3.049  -0.141
N -1.115 -2.612 2.382  0.621
Si 2.100 -0.221 2.837  0.801
C 3.767 -0.368 1.912  -0.811
C 2.388 -1.168 4.490  -1.352
C 1.928 1.639 3.247  -0.898
C 0.147 -3.608 -0.984  2.228
C -1.062 -2.764 -1.147  -2.614
C -1.970 -3.054 -2.154  -0.374
C -3.222 -2.446 -2.190  -1.943
C -3.537 -1.566 -1.150  -0.019
C -2.562 -1.237 -0.246  -0.848
N -1.304 -1.746 -0.282  1.067
Si -0.416 -5.397 -0.562  0.699
C -1.509 -5.594 0.987  -1.338
C -1.551 -6.260 -1.857  -1.446
C 1.094 -6.586 -0.419  -1.456
Si 1.245 -3.510 -2.585  0.967
C 0.839 -1.975 -3.652  -0.563
C 3.130 -3.642 -2.258  -0.957
C 1.024 -4.993 -3.800  -1.383
H 2.409 -4.209 2.805  0.440
H 1.414 -5.275 1.828  0.325
H 0.652 -4.130 2.952  0.307
H -0.461 0.282 3.965  0.044
H -2.460 -0.379 5.231  0.512
H -3.633 -2.511 4.608  0.427
H -2.692 -3.851 2.757  0.222
H 4.015 -1.400 1.680  0.276
H 4.580 0.061 2.489  0.544
H 3.703 0.173 0.979  -0.110
H 2.687 -2.193 4.295  0.277
H 1.482 -1.200 5.087  0.320
H 3.167 -0.702 5.088  0.415
H 1.702 2.198 2.347  -0.006
H 2.850 2.031 3.668  0.467
H 1.132 1.839 3.955  0.385
H -1.709 -3.794 -2.892  0.672
H -3.935 -2.687 -2.966  0.384
H -4.524 -1.137 -1.060  0.573
H -2.779 -0.543 0.555  0.066
H -2.436 -5.048 0.848  0.245
H -1.032 -5.217 1.880  0.341
H -1.756 -6.642 1.143  0.557
H -2.530 -5.794 -1.885  0.338
H -1.697 -7.298 -1.567  0.394
H -1.151 -6.255 -2.862  0.371
H 2.035 -6.061 -0.542  0.360
H 1.044 -7.373 -1.165  0.452
H 1.113 -7.073 0.550  0.520
H 1.429 -1.109 -3.373  0.045
H -0.200 -1.692 -3.521  -0.071
H 0.996 -2.168 -4.710  0.603
H 3.452 -2.940 -1.500  -0.125
H 3.692 -3.452 -3.167  0.484
H 3.390 -4.636 -1.910  0.367
H 0.048 -4.996 -4.275  0.383
H 1.165 -5.952 -3.315  0.270
H 1.770 -4.911 -4.586  0.410
C -4.672 1.977 -3.078  -1.933
C -3.158 1.837 -3.266  1.993
C -2.872 0.704 -4.271  -1.517
C -2.576 3.154 -3.800  -1.794
N -2.591 1.605 -1.932  -0.431
N -1.291 1.041 -1.871  0.829
H -5.143 2.336 -3.991  0.461
H -4.880 2.680 -2.275  0.393
H -5.113 1.018 -2.818  0.360
H -3.496 0.830 -5.154  0.526
H -3.090 -0.268 -3.828  0.136
H -1.831 0.720 -4.590  0.332
H -2.949 3.362 -4.802  0.470
H -1.491 3.097 -3.836  0.329
H -2.851 3.971 -3.137  0.338
H -3.199 1.021 -1.367  -0.143
H -0.613 1.735 -2.190  0.014
H -1.199 0.243 -2.505  -0.465
O 1.808 1.680 -0.236  -0.033
N 1.781 2.993 -0.742  0.057
C 2.858 3.370 -1.533  -0.325
C 2.750 4.367 -2.449  -0.701
C 1.528 5.021 -2.664  -0.633
C 0.425 4.573 -1.915  -0.842
C 0.548 3.575 -1.005  -0.104
H 3.777 2.836 -1.343  0.434
H 3.629 4.665 -3.001  0.408
H 1.437 5.825 -3.374  0.408
H -0.540 5.034 -2.053  0.523
H -0.275 3.215 -0.413  0.482
C 3.800 -0.159 -1.751  -1.320
O 2.587 -0.383 -1.036  0.694
C 1.602 0.604 -1.245  0.823
O 1.356 0.969 -2.413  -0.819
H 4.481 0.476 -1.174  0.278
H 3.571 0.309 -2.712  0.390
H 4.270 -1.127 -1.914  0.333
C -3.991 2.579 5.447  -1.432
C -3.913 2.070 4.037  0.917
C -5.010 1.538 3.357  -1.172
C -4.757 1.041 2.089  -0.185
N -3.559 1.081 1.525  -0.285
C -2.583 1.662 2.229  -0.141
S -1.050 1.912 1.499  -0.167
N -2.717 2.141 3.466  -0.332
H -4.386 3.595 5.462  0.388
H -2.984 2.590 5.855  0.335
H -4.637 1.951 6.060  0.351
H -5.998 1.502 3.792  0.403
H -5.541 0.592 1.488  0.433

For the orbital gap (alpha / beta), the calculation gives 5.17 / 5.93 eV. The LUMO energy (alpha / beta) is 2.1503 / 2.3394 eV. For the total energy, the calculation gives -3705.9853 Eh. The relative energy (zero: lowest compared OMol25 entry of this formula, charge and spin) is 291.8 kJ/mol. As for the multiplicity: 2. As for the net charge: -1.

C38H64F36N10O26S12 | wB97M-V/def2-TZVPD

Last column: Mulliken charge in e.
Cartesian coordinates (Å):
C 5.639 -8.355 7.233  -1.454
C 5.246 -6.918 6.925  0.370
C 4.922 -6.652 5.465  -0.847
O 3.504 -6.946 5.207  -0.371
C 3.070 -6.499 3.940  -0.674
N 4.179 -6.369 7.897  -0.270
H 3.260 -6.437 7.481  0.373
H 4.321 -6.594 8.871  0.347
H 4.254 -5.362 7.913  0.342
H 5.925 -8.596 8.257  0.411
H 6.584 -8.671 6.791  0.378
H 4.864 -9.006 6.830  0.370
H 6.161 -6.354 7.106  0.239
H 5.552 -7.232 4.791  0.407
H 5.116 -5.615 5.187  0.518
H 3.583 -7.016 3.130  0.282
H 3.272 -5.430 4.019  0.338
H 2.044 -6.860 3.873  0.236
C -1.089 -1.232 -2.888  -1.420
C -1.562 -2.413 -2.019  0.139
C -2.197 -2.039 -0.604  -0.643
O -2.546 -3.283 0.082  -0.369
C -3.022 -3.171 1.444  -0.761
N -2.516 -3.195 -2.988  -0.304
H -2.964 -3.851 -2.364  0.357
H -3.222 -2.579 -3.365  0.357
H -2.028 -3.712 -3.705  0.348
H -0.649 -1.528 -3.840  0.423
H -0.328 -0.649 -2.368  0.374
H -1.891 -0.530 -3.119  0.430
H -0.798 -3.149 -1.765  0.332
H -3.100 -1.462 -0.805  0.363
H -1.623 -1.399 0.067  0.485
H -2.461 -3.769 2.161  0.241
H -4.082 -3.424 1.477  0.294
H -3.091 -2.140 1.790  0.353
C 8.799 0.607 -12.120  -1.391
C 7.565 1.549 -11.979  -0.117
C 6.351 1.053 -12.798  -0.612
N 5.086 2.000 -12.706  0.091
C 4.024 1.395 -13.573  -0.563
C 2.725 2.228 -13.340  -0.639
C 2.327 2.312 -11.831  -0.716
C 3.382 2.854 -10.912  -0.690
C 4.696 1.957 -11.176  -0.565
C 5.543 3.427 -13.101  -0.992
H 9.716 1.176 -11.962  0.371
H 8.849 0.241 -13.146  0.366
H 8.786 -0.233 -11.426  0.361
H 7.949 2.519 -12.295  0.274
H 7.282 1.566 -10.926  0.233
H 6.007 0.041 -12.584  0.308
H 6.533 1.113 -13.871  0.471
H 3.779 0.376 -13.276  0.346
H 4.321 1.365 -14.621  0.423
H 1.908 1.732 -13.863  0.434
H 2.962 3.229 -13.700  0.260
H 2.014 1.296 -11.588  0.309
H 1.374 2.809 -11.650  0.401
H 3.030 2.646 -9.901  0.439
H 3.525 3.934 -10.904  0.313
H 4.566 0.894 -10.972  0.404
H 5.440 2.354 -10.485  0.364
H 6.357 3.735 -12.445  0.286
H 4.693 4.108 -13.059  0.488
H 5.800 3.266 -14.148  0.341
C -5.925 3.180 5.765  -1.352
C -6.420 4.236 6.816  -0.114
C -5.210 4.635 7.633  -0.855
N -5.384 5.607 8.860  0.181
C -4.170 5.519 9.842  -0.652
C -4.108 4.197 10.607  -0.661
C -5.386 3.866 11.296  -0.685
C -6.619 3.971 10.370  -0.410
C -6.672 5.230 9.670  -1.026
C -5.533 7.057 8.292  -0.873
H -6.603 2.337 5.630  0.377
H -5.033 2.634 6.072  0.386
H -5.647 3.606 4.801  0.359
H -7.121 3.756 7.499  0.252
H -6.918 5.081 6.342  0.312
H -4.465 5.122 7.004  0.347
H -4.841 3.704 8.064  0.399
H -3.313 5.679 9.188  0.402
H -4.307 6.379 10.498  0.456
H -3.820 3.399 9.922  0.353
H -3.351 4.279 11.387  0.385
H -5.268 2.884 11.754  0.362
H -5.531 4.610 12.080  0.318
H -6.633 3.251 9.552  0.303
H -7.476 3.915 11.042  0.355
H -7.546 5.312 9.023  0.486
H -6.804 5.999 10.431  0.535
H -6.080 7.592 9.069  0.368
H -6.191 6.989 7.425  0.339
H -4.535 7.482 8.176  0.352
C -6.585 -3.140 11.233  0.623
F -5.920 -2.053 11.630  -0.206
F -5.704 -3.936 10.734  -0.210
F -7.323 -3.744 12.129  -0.205
S -7.656 -2.561 9.710  1.008
O -6.800 -1.497 9.077  -0.638
O -7.821 -3.708 8.832  -0.613
N -9.098 -1.935 10.443  -0.384
S -10.125 -2.207 9.347  0.947
O -9.793 -1.946 7.974  -0.598
O -10.911 -3.419 9.640  -0.659
C -11.364 -0.643 9.763  0.649
F -10.738 0.468 9.725  -0.224
F -12.305 -0.609 8.873  -0.250
F -11.944 -0.867 10.883  -0.241
C -7.177 -2.949 -7.937  0.695
F -6.099 -3.658 -7.716  -0.216
F -6.864 -2.097 -9.009  -0.234
F -8.190 -3.690 -8.386  -0.236
S -7.830 -2.058 -6.342  0.932
O -9.249 -1.679 -6.574  -0.546
O -7.607 -3.007 -5.252  -0.645
N -6.622 -0.785 -6.187  -0.413
S -7.464 0.385 -6.705  1.040
O -7.950 0.280 -8.084  -0.609
O -8.374 1.055 -5.763  -0.650
C -6.036 1.722 -6.847  0.584
F -4.936 1.183 -7.342  -0.235
F -6.457 2.671 -7.713  -0.231
F -5.762 2.309 -5.630  -0.235
C -2.078 -9.267 -5.620  0.615
F -2.601 -8.345 -4.712  -0.249
F -2.013 -10.406 -4.973  -0.213
F -2.925 -9.418 -6.626  -0.216
S -0.321 -8.758 -6.185  1.001
O 0.351 -8.434 -4.946  -0.635
O 0.219 -9.986 -6.851  -0.588
N -0.666 -7.392 -7.176  -0.454
S 0.287 -7.609 -8.341  1.085
O 1.685 -7.912 -7.907  -0.629
O -0.307 -8.585 -9.278  -0.660
C 0.093 -5.926 -9.223  0.633
F 0.288 -4.914 -8.457  -0.228
F 1.040 -5.917 -10.108  -0.229
F -1.052 -5.716 -9.895  -0.232
C 3.057 -0.257 7.038  0.609
F 2.331 0.733 6.419  -0.227
F 2.315 -1.357 7.086  -0.223
F 4.108 -0.527 6.252  -0.242
S 3.824 0.286 8.728  0.982
O 4.268 1.706 8.580  -0.570
O 2.651 0.138 9.570  -0.655
N 5.010 -0.921 9.062  -0.434
S 6.253 0.014 9.383  1.065
O 6.765 0.592 8.166  -0.608
O 6.004 0.853 10.538  -0.629
C 7.474 -1.310 10.077  0.601
F 6.771 -2.063 10.971  -0.229
F 7.961 -2.057 9.096  -0.224
F 8.538 -0.704 10.668  -0.214
C 13.331 1.937 -3.903  0.669
F 14.235 0.972 -3.632  -0.245
F 12.855 2.307 -2.691  -0.211
F 13.907 2.929 -4.534  -0.210
S 11.945 1.082 -4.993  0.909
O 11.167 2.172 -5.572  -0.547
O 12.710 0.263 -5.953  -0.651
N 11.144 -0.023 -3.851  -0.437
S 9.891 0.796 -3.519  1.095
O 10.150 2.036 -2.752  -0.622
O 8.957 0.880 -4.660  -0.664
C 8.859 -0.387 -2.387  0.601
F 9.441 -1.563 -2.397  -0.232
F 8.817 0.056 -1.106  -0.231
F 7.578 -0.523 -2.856  -0.226
C -3.348 10.172 0.921  0.659
F -4.344 10.151 1.807  -0.250
F -3.593 11.073 0.028  -0.218
F -2.268 10.594 1.657  -0.248
S -3.153 8.341 0.120  0.972
O -3.673 7.397 1.107  -0.550
O -3.883 8.465 -1.124  -0.625
N -1.451 8.283 -0.155  -0.424
S -0.974 7.075 0.597  1.117
O -0.816 7.313 2.009  -0.674
O -1.548 5.810 0.173  -0.657
C 0.847 6.904 0.066  0.560
F 1.648 7.864 0.603  -0.223
F 1.213 5.672 0.533  -0.225
F 0.930 6.915 -1.236  -0.213

For the orbital gap, the calculation gives 5.95 eV. The LUMO energy is 0.1764 eV. For the total energy, the calculation gives -12362.9433 Eh. The relative energy (zero: lowest compared OMol25 entry of this formula, charge and spin) is 648.0 kJ/mol. As for the net charge: -2.

What are the maximum force values for these records? In order: 7.31 2.95 6.56 eV/Å.